(1)
C20H42F6N4O7P | the ωB97M-V functional and the def2-TZVPD basis

Results
* E_LUMO: 2.3 eV
* E_HOMO: -6.3 eV
* gap between HOMO and LUMO: 8.542 eV
* total charge: -1
* max |F|: 1.98 eV Å⁻¹

Atoms and positions in Å:
P (-1.993795, 1.108397, -0.209351)
F (-1.156282, 1.019768, -1.592019)
F (-2.621550, -0.343857, -0.509478)
F (-0.828476, 0.477315, 0.684962)
F (-2.897497, 1.267631, 1.113467)
F (-1.367726, 2.598509, 0.023228)
F (-3.237485, 1.799562, -1.063021)
O (-5.462231, 0.774220, -5.595582)
C (-4.605417, 1.017209, -4.757186)
N (-4.760091, 0.787209, -3.439316)
C (-3.300187, 1.663613, -5.142565)
H (-4.051577, 1.014088, -2.757065)
H (-5.632016, 0.397673, -3.126691)
H (-3.038084, 2.478393, -4.461478)
H (-3.302615, 2.020923, -6.166067)
H (-2.456892, 0.970337, -5.052017)
O (-0.452434, -3.789251, 2.498076)
C (0.412346, -3.331550, 1.774980)
N (0.339159, -2.040749, 1.342854)
C (1.590655, -4.139455, 1.311099)
H (-0.494750, -1.539297, 1.607267)
H (0.825318, -1.637707, 0.559786)
H (2.399346, -3.983905, 2.033477)
H (2.016337, -3.847352, 0.351224)
H (1.328068, -5.193277, 1.292575)
O (2.432399, 5.080225, -1.999623)
C (1.788418, 4.192189, -1.452064)
N (0.488560, 3.941085, -1.720373)
C (2.461703, 3.255336, -0.481483)
H (-0.022680, 3.391554, -1.038312)
H (-0.072916, 4.523531, -2.315503)
H (1.711095, 2.751694, 0.139691)
H (3.095888, 3.839166, 0.176193)
H (2.971364, 2.449760, -1.004550)
C (-0.047886, 2.604302, 5.731475)
C (1.456684, 2.828593, 5.704282)
N (2.063550, 2.501588, 4.430980)
C (3.328764, 3.126115, 4.167250)
C (4.546159, 2.485492, 4.857019)
C (1.911105, 1.130267, 4.018723)
C (2.292795, 0.878998, 2.577949)
H (-0.528875, 2.988547, 4.832229)
H (-0.484796, 3.079168, 6.611960)
H (-0.283807, 1.543141, 5.814685)
H (1.727583, 3.867694, 5.906441)
H (1.911828, 2.232844, 6.523147)
H (3.265250, 4.173511, 4.472256)
H (3.482815, 3.137170, 3.088120)
H (5.296708, 3.223127, 5.157059)
H (5.100541, 1.797164, 4.212324)
H (4.254391, 1.944007, 5.759467)
H (2.448153, 0.419680, 4.686717)
H (0.873184, 0.831278, 4.166363)
H (3.327994, 1.143982, 2.374537)
H (2.223073, -0.173733, 2.295899)
H (1.541970, 1.396253, 1.979822)
O (-4.555397, -5.583217, -0.227094)
C (-3.501470, -5.096361, -0.512222)
O (-2.365099, -5.846477, -0.535498)
C (-1.286116, -5.146821, -1.138378)
C (-1.878528, -3.887117, -1.783953)
C (-3.182371, -3.714410, -1.027463)
H (-0.712246, -5.837172, -1.754245)
H (-0.581396, -4.842062, -0.358085)
H (-2.008484, -3.920263, -2.864239)
H (-1.202080, -3.058791, -1.578737)
H (-4.030232, -3.342582, -1.602729)
H (-3.096914, -2.998597, -0.205188)
O (1.633615, -2.516805, -1.774475)
C (1.183885, -2.115357, -2.806575)
O (0.505718, -2.921706, -3.650686)
C (-0.041208, -2.192776, -4.746046)
C (0.090525, -0.699500, -4.407526)
C (1.134319, -0.687406, -3.291533)
H (-1.092105, -2.444277, -4.899156)
H (0.486767, -2.463731, -5.661762)
H (-0.833773, -0.193350, -4.153468)
H (0.513185, -0.189378, -5.275140)
H (0.891875, -0.028782, -2.461676)
H (2.114396, -0.405238, -3.677961)

Forces on atoms 1 to 3 (eV/Å):
-1.728 0.965 -0.044
0.457 -0.290 0.102
0.158 -0.207 0.063

Here are the Löwdin charges for atoms 1 to 8, given in e:
1. P 0.16
2. F -0.17
3. F -0.15
4. F -0.15
5. F -0.15
6. F -0.18
7. F -0.20
8. O 0.01

=====

(2)
C10H8Cl2N2O | the ωB97M-V functional and the def2-TZVPD basis

Results
* E_LUMO: -1.4 eV
* E_HOMO: -8.6 eV
* gap between HOMO and LUMO: 7.194 eV
* total charge: 0
* energy above the lowest of the compared OMol25 structures with the same formula, charge and spin: 19.7 kcal/mol
* max |F|: 3.36 eV Å⁻¹

Atoms and positions in Å:
C (-1.546752, 2.528509, 0.547243)
C (-1.732418, 2.319843, -0.836458)
C (-1.284185, 1.433354, 1.417402)
C (-1.362170, 1.054051, -1.318444)
C (-0.896280, 0.229536, 0.961079)
C (-1.083532, -0.003185, -0.474542)
C (2.489036, -2.296200, 0.049458)
C (1.543142, -1.374290, 0.044279)
C (0.723874, -3.267691, -0.946302)
C (-0.670140, -1.297904, -1.067283)
N (2.054847, -3.436325, -0.598689)
N (0.433410, -1.956057, -0.580295)
O (0.005098, -4.060730, -1.527365)
Cl (-1.935915, -2.061446, -1.783905)
Cl (0.703836, -0.587852, -3.280607)
H (-1.681718, 3.595556, 0.905168)
H (-2.004645, 2.993325, -1.633280)
H (-1.326529, 1.646214, 2.495294)
H (-1.025599, 0.882153, -2.333688)
H (-0.753369, -0.556128, 1.673918)
H (3.460778, -2.046152, 0.486971)
H (1.461729, -0.344839, 0.395694)
H (2.443861, -4.339269, -0.431982)

Forces on atoms 1 to 3 (eV/Å):
-1.354 1.154 -1.044
1.268 -1.372 1.021
0.216 2.851 0.700

Here are the Löwdin charges for atoms 1 to 8, given in e:
1. C -0.05
2. C -0.04
3. C -0.10
4. C -0.08
5. C -0.05
6. C -0.26
7. C -0.07
8. C -0.06

=====

(3)
C4H5NO | the ωB97M-V functional and the def2-TZVPD basis

Results
* E_LUMO: 1.0 eV
* E_HOMO: -9.7 eV
* SMILES: O=C1C[C@H]2N[C@@H]12
* gap between HOMO and LUMO: 10.657 eV
* total charge: 0
* energy above the lowest of the compared OMol25 structures with the same formula, charge and spin: 47.1 kcal/mol
* max |F|: 0.67 eV Å⁻¹

Atoms and positions in Å:
O (0.793361, 1.528194, 1.587731)
C (0.282568, 0.800665, 0.781929)
C (0.215158, 0.782607, -0.772602)
C (-0.532694, -0.544621, -0.628889)
N (0.270089, -1.470693, 0.137990)
C (-0.524218, -0.478833, 0.868144)
H (-0.388418, 1.628168, -1.123522)
H (1.150051, 0.747092, -1.342256)
H (-1.317519, -0.937874, -1.267575)
H (1.255444, -1.216001, 0.143968)
H (-1.225820, -0.816556, 1.623153)

Forces on atoms 1 to 3 (eV/Å):
-0.416 -0.263 -0.460
0.263 0.216 0.264
0.146 0.094 -0.042

Here are the Löwdin charges for atoms 1 to 8, given in e:
1. O 0.11
2. C -0.35
3. C -0.04
4. C -0.24
5. N 0.07
6. C -0.16
7. H 0.12
8. H 0.11